{
  "formula": "C5H12NO3",
  "method": "ωB97M-V/def2-TZVPD",
  "homo_lumo_gap_ev": [10.12, 6.42],
  "spin_multiplicity": 2,
  "charge": 0,
  "s2": 0.755,
  "elements": ["C", "N", "C", "C", "C", "C", "O", "O", "H", "H", "H", "H", "H", "H", "H", "H", "H", "H", "H", "H", "O"],
  "coordinates": [[-0.69873, -1.50855, 1.69054], [-0.26168, -0.96017, 0.54228], [-0.76392, 0.42613, 0.22564], [-2.33121, 0.51239, 0.22971], [1.09868, -1.26109, -0.05118], [2.13024, -0.06148, -0.21391], [2.01942, 0.61393, -1.34128], [-1.81495, -1.24684, 2.08511], [-0.00558, -2.24731, 2.14864], [-0.43385, 0.45130, -0.86836], [-0.25208, 1.31029, 0.78151], [-2.98257, -0.29035, 0.67423], [-2.72579, 0.73457, -0.64947], [-2.56464, 1.39053, 0.86586], [1.61240, -2.16336, 0.62951], [0.76241, -1.44845, -1.07917], [3.03666, -0.54164, -0.08826], [2.07905, 0.54655, 0.76003], [0.58547, 1.57845, -2.76269], [1.03109, 1.82358, -1.45321], [0.47956, 2.34154, -2.12553]],
  "lowdin_charge": [-0.34, -0.12, -0.15, -0.07, -0.09, -0.31, 0.02, 0.01, 0.13, 0.10, 0.15, 0.09, 0.01, 0.08, 0.18, 0.12, 0.11, 0.15, 0.06, -0.01, -0.11]
}

---

{
  "formula": "C9H11NO2S",
  "method": "ωB97M-V/def2-TZVPD",
  "homo_lumo_gap_ev": 7.60,
  "charge": 0,
  "elements": ["C", "C", "C", "N", "O", "O", "C", "C", "C", "C", "C", "C", "S", "H", "H", "H", "H", "H", "H", "H", "H", "H", "H", "H"],
  "coordinates": [[-0.44594, -1.82003, -2.61979], [-1.14645, -1.19421, -1.39084], [-2.62666, -0.93699, -1.25362], [-0.39139, -0.80545, -0.39326], [0.83212, -0.82722, -0.25948], [-1.11265, -0.13319, 0.68253], [-0.22094, 0.75793, 1.32650], [0.74741, -0.00592, 2.19952], [1.98619, 0.43124, 2.32838], [2.54184, 1.54446, 1.60592], [1.81260, 2.24733, 0.68041], [0.44911, 1.71846, 0.37540], [-0.49370, 2.23316, -0.88920], [-0.90629, -1.39732, -3.51773], [-0.40695, -2.93159, -2.58033], [0.61059, -1.49689, -2.44248], [-2.98128, -1.49203, -0.45873], [-2.77554, 0.13427, -1.26867], [-3.31208, -1.41620, -2.05933], [-0.78517, 1.37835, 1.98537], [0.32010, -0.84424, 2.76118], [2.59189, -0.12472, 3.16947], [3.62630, 1.76632, 1.79608], [2.08690, 3.21447, 0.22269]],
  "lowdin_charge": [0.00, -0.25, -0.03, -0.23, -0.01, -0.05, -0.36, -0.04, -0.12, -0.06, -0.08, -0.65, 0.75, 0.08, 0.09, 0.08, 0.05, 0.06, 0.12, 0.16, 0.13, 0.14, 0.12, 0.11]
}

---

{
  "formula": "C21H26IMnN3",
  "method": "ωB97M-V/def2-TZVPD",
  "homo_lumo_gap_ev": [6.36, 6.46],
  "spin_multiplicity": 6,
  "charge": 0,
  "s2": 8.764,
  "elements": ["C", "C", "H", "H", "H", "H", "H", "H", "C", "C", "C", "C", "H", "H", "H", "H", "N", "C", "C", "N", "C", "C", "C", "H", "H", "C", "H", "H", "Mn", "I", "C", "N", "C", "C", "C", "C", "C", "C", "C", "C", "H", "H", "H", "H", "H", "H", "H", "H", "H", "H", "H", "H"],
  "coordinates": [[2.71482, 3.65501, -0.26510], [3.62421, 2.53835, -0.77607], [2.27150, 4.16589, -1.12101], [3.32396, 4.41756, 0.22614], [1.97645, 3.31738, 0.48672], [3.19224, 1.83507, -1.49100], [4.48042, 3.01553, -1.27436], [4.05720, 2.01082, 0.07500], [-2.58914, 1.53374, -1.55639], [-3.75471, 1.46602, -2.30190], [-3.85306, 0.48091, -3.28682], [-2.81227, -0.42013, -3.46042], [-2.44900, 2.32189, -0.79676], [-4.53590, 2.18999, -2.08970], [-4.69657, 0.42919, -3.96099], [-2.80635, -1.16805, -4.24469], [-1.54373, 0.70813, -1.76877], [-1.65517, -0.28440, -2.69125], [-0.51879, -1.18741, -2.87095], [0.60247, -0.87942, -2.15160], [1.57490, -1.82496, -2.09856], [0.42480, -3.28678, -3.65211], [1.50742, -3.02494, -2.81276], [2.40457, -1.59974, -1.43454], [2.30495, -3.74786, -2.71184], [-0.58876, -2.34047, -3.66545], [-1.42813, -2.47299, -4.34146], [0.38042, -4.16432, -4.29870], [0.38351, 0.80332, -0.75445], [-0.23603, 3.35691, -0.57125], [0.60486, 1.26285, 4.80013], [1.07848, 0.55875, 3.63919], [1.92887, -0.57483, 3.87013], [0.40974, 0.73605, 2.38196], [-0.39535, -0.44820, 1.92837], [-1.12128, -1.21035, 2.85298], [-1.85360, -2.32505, 2.41757], [-1.93260, -2.59477, 1.04841], [-1.30088, -1.71362, 0.13266], [-0.47838, -0.70380, 0.57038], [1.41505, 1.30284, 5.53885], [-0.25991, 0.75835, 5.27338], [0.29305, 2.27516, 4.51311], [1.36412, -1.49095, 4.12465], [2.54975, -0.78868, 2.98914], [2.56882, -0.33184, 4.72903], [-0.25703, 1.61808, 2.47725], [1.16704, 1.00895, 1.59993], [-1.13748, -0.90759, 3.90778], [-2.35368, -2.98071, 3.13322], [-2.50792, -3.43750, 0.64756], [-1.53788, -1.85738, -0.91466]],
  "lowdin_charge": [-0.36, -0.18, -0.01, 0.06, -0.08, 0.04, 0.07, 0.06, -0.21, -0.03, -0.04, 0.00, -0.03, 0.11, 0.11, 0.10, -0.02, -0.23, -0.22, 0.02, -0.09, -0.04, -0.04, 0.12, 0.11, -0.01, 0.10, 0.12, 0.56, 0.53, -0.10, -0.30, -0.10, -0.21, -0.27, -0.05, -0.10, -0.09, -0.14, -0.17, 0.08, 0.07, 0.09, 0.08, 0.09, 0.08, 0.12, 0.08, 0.10, 0.10, 0.09, 0.07]
}

---

These records have max |F| values of 4.83; 3.72; 1.99 eV/A, in the order they appear.